[1]
# C47H54BIrN11OPS3

C47H54BIrN11OPS3 as an isolated structure (the ωB97M-V functional and the def2-TZVPD basis, the OMol25 dataset).

Structure (ORCA input):
```
! wB97M-V def2-TZVPD RIJCOSX def2/J DEFGRID3
* xyz 3 2
Ir 0.243 -0.007 0.012
C 0.740 0.335 -5.323
C -0.521 0.639 -4.580
C -1.618 1.238 -5.143
C -2.802 1.435 -4.396
N -2.851 1.156 -3.103
N -1.757 0.670 -2.531
B -1.790 0.184 -1.028
N -2.359 -1.293 -1.105
N -3.660 -1.301 -1.388
C -4.275 -2.459 -1.522
C -3.552 -3.666 -1.411
C -2.212 -3.666 -1.124
C -1.414 -4.925 -0.984
C -1.626 -2.394 -0.948
S 0.082 -2.304 -0.500
C -5.765 -2.460 -1.788
C -6.452 -3.230 -0.648
C -6.022 -3.170 -3.127
C -6.313 -1.037 -1.848
N -2.676 1.097 -0.153
N -3.312 2.162 -0.628
C -4.143 2.787 0.178
C -4.417 2.275 1.470
C -3.747 1.188 1.965
C -4.020 0.566 3.296
C -2.767 0.674 1.100
S -1.579 -0.499 1.550
C -4.894 4.003 -0.339
C -5.048 5.044 0.780
C -4.166 4.661 -1.512
C -6.286 3.501 -0.765
C -0.664 0.348 -3.214
S 0.546 -0.482 -2.309
C -4.044 1.957 -5.092
C -5.229 2.057 -4.138
C -4.394 0.992 -6.237
C -3.724 3.353 -5.656
H 0.657 0.653 -6.360
H 0.959 -0.734 -5.309
H 1.584 0.863 -4.876
H -1.594 1.532 -6.183
H -4.070 -4.607 -1.546
H -2.042 -5.794 -1.168
H -0.995 -5.014 0.019
H -0.585 -4.945 -1.694
H -6.129 -4.271 -0.594
H -7.528 -3.235 -0.819
H -6.268 -2.758 0.319
H -5.702 -4.213 -3.114
H -5.516 -2.662 -3.950
H -7.091 -3.163 -3.335
H -6.152 -0.500 -0.912
H -7.385 -1.076 -2.038
H -5.844 -0.469 -2.651
H -5.163 2.767 2.082
H -4.622 1.224 3.919
H -3.098 0.326 3.825
H -4.568 -0.369 3.163
H -4.087 5.280 1.241
H -5.754 4.735 1.552
H -5.439 5.966 0.349
H -3.323 5.252 -1.155
H -4.853 5.333 -2.026
H -3.794 3.932 -2.230
H -6.817 3.045 0.073
H -6.218 2.766 -1.569
H -6.883 4.343 -1.116
H -5.437 1.107 -3.647
H -6.114 2.349 -4.703
H -5.054 2.808 -3.371
H -4.628 -0.004 -5.857
H -3.593 0.904 -6.973
H -5.273 1.366 -6.761
H -3.409 4.038 -4.866
H -4.623 3.764 -6.115
H -2.951 3.332 -6.425
N 2.566 0.245 2.091
P 0.896 0.272 2.287
C 0.672 -1.019 3.511
C 0.544 -2.361 3.156
C 0.546 -3.337 4.136
C 0.693 -2.984 5.474
C 0.840 -1.653 5.831
C 0.829 -0.666 4.855
C 0.447 1.858 2.952
C 1.239 2.957 2.613
C 0.919 4.211 3.102
C -0.195 4.375 3.915
C -0.984 3.283 4.255
C -0.668 2.024 3.775
C 3.191 0.468 0.895
C 4.564 0.726 0.870
C 5.169 1.034 -0.321
C 4.374 1.122 -1.465
C 3.040 0.842 -1.365
N 2.428 0.451 -0.217
H 3.148 0.098 2.904
H 0.451 -2.654 2.118
H 0.444 -4.378 3.861
H 0.699 -3.752 6.235
H 0.967 -1.379 6.869
H 0.950 0.369 5.146
H 2.111 2.839 1.981
H 1.533 5.063 2.847
H -0.441 5.357 4.295
H -1.834 3.411 4.913
H -1.257 1.168 4.073
H 5.118 0.704 1.798
H 6.230 1.238 -0.362
H 4.784 1.412 -2.421
H 2.418 0.955 -2.235
O -0.011 2.031 -0.027
N 0.311 2.499 -1.225
C 0.029 3.741 -1.411
C 0.236 4.243 -2.738
N 0.358 4.647 -3.806
C -0.546 4.559 -0.379
N -1.027 5.186 0.453
*
```

LUMO level (alpha / beta): -8.709 / -10.948 eV
Expectation value of S²: 0.76
Relative energy (zero: lowest compared OMol25 entry of this formula, charge and spin): 0.00 kcal per mole
F_max: 0.55 eV/Å
Orbital gap (alpha / beta): 7.4768 / 5.2326 eV
E_HOMO (alpha / beta): -16.185 / -16.180 eV



[2]
# C47H54MnN2O7S

C47H54MnN2O7S as an isolated structure (the ωB97M-V functional and the def2-TZVPD basis, the OMol25 dataset).

Structure (ORCA input):
```
! wB97M-V def2-TZVPD RIJCOSX def2/J DEFGRID3
* xyz 1 5
Mn 0.199 -0.874 -0.295
C -4.363 4.855 -0.060
C -3.368 4.583 -1.201
C -4.086 4.705 -2.556
C -2.258 5.633 -1.144
C -2.827 3.168 -1.046
C -1.511 2.911 -0.838
C -1.086 1.567 -0.699
N 0.154 1.077 -0.541
C 1.366 1.656 -0.468
C 1.689 3.027 -0.380
C 2.997 3.405 -0.396
C 3.994 2.391 -0.535
C 3.771 1.038 -0.600
C 2.414 0.642 -0.492
O 2.018 -0.589 -0.434
C 4.980 0.090 -0.727
C 4.614 -1.385 -0.945
C 5.832 0.535 -1.929
C 5.813 0.190 0.562
C 3.357 4.887 -0.263
C 4.868 5.124 -0.310
C 2.705 5.675 -1.410
C 2.826 5.409 1.085
C -2.055 0.479 -0.787
O -1.588 -0.717 -0.710
C -3.439 0.749 -1.000
C -3.760 2.068 -1.116
C -4.470 -0.380 -1.081
C -5.877 0.181 -1.289
C -4.145 -1.301 -2.271
C -4.458 -1.188 0.230
H -4.735 5.880 -0.132
H -3.881 4.733 0.914
H -5.225 4.185 -0.100
H -4.470 5.720 -2.676
H -4.934 4.020 -2.638
H -3.399 4.498 -3.381
H -2.694 6.624 -1.285
H -1.518 5.482 -1.935
H -1.750 5.633 -0.175
H -0.806 3.720 -0.800
H 0.918 3.770 -0.275
H 5.026 2.715 -0.577
H 3.979 -1.525 -1.823
H 4.103 -1.811 -0.083
H 5.538 -1.945 -1.106
H 5.238 0.546 -2.846
H 6.659 -0.164 -2.067
H 6.263 1.528 -1.789
H 5.216 -0.092 1.433
H 6.190 1.204 0.720
H 6.672 -0.483 0.502
H 5.301 4.806 -1.262
H 5.387 4.612 0.504
H 5.064 6.191 -0.202
H 3.074 5.326 -2.378
H 2.946 6.736 -1.314
H 1.616 5.576 -1.406
H 3.230 4.823 1.914
H 1.735 5.361 1.136
H 3.124 6.451 1.224
H -4.801 2.317 -1.275
H -5.963 0.734 -2.230
H -6.181 0.833 -0.464
H -6.585 -0.648 -1.329
H -4.135 -0.738 -3.208
H -4.916 -2.073 -2.349
H -3.182 -1.793 -2.148
H -4.668 -0.538 1.084
H -3.506 -1.687 0.407
H -5.240 -1.952 0.190
O 0.303 -2.710 -0.846
S -0.369 -3.775 -1.711
C -1.370 -4.735 -0.616
C -2.682 -4.940 -1.013
C -3.523 -5.673 -0.187
C -3.045 -6.167 1.018
C -1.728 -5.936 1.407
C -0.879 -5.216 0.589
C 0.961 -4.897 -2.081
C 0.809 -5.741 -3.170
C 1.834 -6.623 -3.478
C 2.991 -6.637 -2.710
C 3.133 -5.768 -1.634
C 2.116 -4.883 -1.313
H -3.043 -4.533 -1.951
H -4.549 -5.849 -0.482
H -3.704 -6.733 1.664
H -1.365 -6.318 2.352
H 0.143 -5.021 0.890
H -0.099 -5.716 -3.764
H 1.734 -7.291 -4.325
H 3.791 -7.324 -2.958
H 4.042 -5.777 -1.046
H 2.225 -4.176 -0.502
O -1.399 -2.523 1.786
C -0.671 -1.692 2.308
O 0.108 -0.863 1.656
C -0.539 -1.631 3.803
C 0.115 -0.573 4.424
C 0.225 -0.539 5.804
C -0.314 -1.579 6.536
C -0.970 -2.640 5.942
C -1.086 -2.656 4.563
N -0.180 -1.560 8.013
O -0.616 -2.512 8.629
O 0.334 -0.582 8.520
H 0.537 0.217 3.819
H 0.723 0.272 6.317
H -1.379 -3.426 6.560
H -1.607 -3.459 4.057
*
```

LUMO level (alpha / beta): -5.173 / -5.507 eV
Expectation value of S²: 6.04
Relative energy (zero: lowest compared OMol25 entry of this formula, charge and spin): 5.36 kcal per mole
F_max: 0.97 eV/Å
Orbital gap (alpha / beta): 5.4997 / 5.2274 eV
E_HOMO (alpha / beta): -10.673 / -10.734 eV



[3]
# C47H55AsBaN5O3P

C47H55AsBaN5O3P as an isolated structure (the ωB97M-V functional and the def2-TZVPD basis, the OMol25 dataset).

Structure (ORCA input):
```
! wB97M-V def2-TZVPD RIJCOSX def2/J DEFGRID3
* xyz 0 1
Ba -0.722 1.476 0.615
C -4.985 1.930 4.555
C -3.889 2.121 3.511
C -2.667 2.801 4.135
P -3.265 0.667 2.535
C -4.765 -0.093 1.731
C -4.285 -0.797 0.455
C -5.635 -1.049 2.541
C -2.615 -0.538 3.719
C -3.368 -1.044 4.788
C -2.878 -1.964 5.693
C -3.710 -2.477 6.839
C -1.561 -2.398 5.496
C -0.788 -1.932 4.462
C -1.274 -0.973 3.525
N -0.509 -0.474 2.522
C 0.726 -1.102 2.271
C 0.797 -2.332 1.587
C -0.478 -3.034 1.208
C 2.028 -2.874 1.251
C 3.222 -2.236 1.573
C 4.544 -2.837 1.177
C 3.147 -1.030 2.259
C 1.927 -0.457 2.612
C 1.893 0.825 3.406
H -5.317 2.906 4.918
H -4.615 1.372 5.415
H -5.856 1.413 4.152
H -4.283 2.781 2.727
H -2.172 2.124 4.835
H -2.966 3.697 4.683
H -1.934 3.101 3.382
H -5.371 0.775 1.439
H -3.611 -1.620 0.712
H -3.748 -0.115 -0.209
H -5.129 -1.220 -0.095
H -5.054 -1.911 2.871
H -6.456 -1.415 1.918
H -6.071 -0.581 3.423
H -4.390 -0.710 4.913
H -4.734 -2.109 6.771
H -3.306 -2.156 7.803
H -3.748 -3.569 6.850
H -1.135 -3.125 6.182
H 0.229 -2.289 4.354
H -1.186 -2.324 0.773
H -0.969 -3.456 2.088
H -0.286 -3.839 0.497
H 2.056 -3.818 0.713
H 4.598 -3.891 1.454
H 5.373 -2.317 1.657
H 4.693 -2.783 0.094
H 4.065 -0.525 2.544
H 2.875 1.033 3.833
H 1.164 0.754 4.214
H 1.619 1.691 2.798
O 0.888 3.493 1.298
C 0.365 4.026 0.300
O -0.862 4.215 0.116
C 1.253 4.172 -0.922
C 2.067 5.271 -1.284
C 2.805 5.178 -2.422
C 2.739 4.006 -3.219
C 3.465 3.842 -4.423
C 3.337 2.697 -5.155
C 2.472 1.665 -4.722
C 1.761 1.795 -3.563
C 1.893 2.967 -2.780
N 1.174 3.075 -1.629
H 2.093 6.153 -0.658
H 3.446 5.995 -2.735
H 4.119 4.640 -4.755
H 3.893 2.578 -6.076
H 2.371 0.767 -5.319
H 1.084 1.025 -3.215
N 4.688 -2.836 -3.411
C 5.049 -3.781 -4.347
C 6.284 -4.234 -4.802
C 6.263 -5.217 -5.771
C 5.054 -5.731 -6.271
C 3.835 -5.277 -5.813
C 3.836 -4.284 -4.833
N 2.773 -3.659 -4.204
C 3.317 -2.813 -3.374
C 2.559 -1.920 -2.488
C 3.171 -0.975 -1.680
C 2.383 -0.171 -0.871
N 1.060 -0.259 -0.832
C 0.471 -1.169 -1.615
C 1.168 -2.015 -2.452
H 5.311 -2.277 -2.856
H 7.216 -3.841 -4.418
H 7.198 -5.600 -6.155
H 5.087 -6.502 -7.030
H 2.901 -5.670 -6.191
H 4.244 -0.837 -1.665
H 2.836 0.578 -0.233
H -0.613 -1.209 -1.576
H 0.666 -2.742 -3.074
C -1.577 4.232 -3.029
As -2.754 2.918 -2.279
C -3.894 2.313 -3.699
C -3.814 3.817 -0.958
O -1.941 1.642 -1.612
H -2.149 4.958 -3.607
H -0.843 3.740 -3.666
H -1.081 4.717 -2.194
H -4.459 3.137 -4.131
H -4.579 1.566 -3.301
H -3.265 1.854 -4.459
H -4.420 4.605 -1.404
H -3.108 4.239 -0.245
H -4.460 3.091 -0.464
*
```

LUMO level: -0.076 eV
Relative energy (zero: lowest compared OMol25 entry of this formula, charge and spin): 4.26 kcal per mole
F_max: 0.88 eV/Å
Orbital gap: 5.9279 eV
E_HOMO: -6.004 eV



[4]
# C47H57Cl2N4O3SSeTi

C47H57Cl2N4O3SSeTi as an isolated structure (the ωB97M-V functional and the def2-TZVPD basis, the OMol25 dataset).

Structure (ORCA input):
```
! wB97M-V def2-TZVPD RIJCOSX def2/J DEFGRID3
* xyz -1 3
Ti 0.037 -1.526 -0.759
C -3.380 1.956 5.105
C -2.196 2.678 4.447
C -1.316 3.259 5.555
C -2.726 3.842 3.597
C -1.435 1.703 3.553
C -2.081 1.082 2.487
C -1.408 0.199 1.674
Se -2.295 -0.501 0.120
C -1.987 1.037 -1.007
C -3.037 1.897 -1.272
C -2.845 3.020 -2.064
C -1.562 3.213 -2.570
C -0.481 2.370 -2.340
C -0.687 1.232 -1.519
O 0.286 0.409 -1.202
C 0.850 2.747 -3.019
C 2.016 1.778 -2.785
C 0.631 2.814 -4.539
C 1.298 4.125 -2.510
C -3.954 4.018 -2.394
C -5.280 3.633 -1.738
C -4.170 4.069 -3.913
C -3.561 5.415 -1.893
C -0.054 -0.155 1.873
O 0.492 -1.099 1.116
C 0.634 0.539 2.890
C -0.089 1.413 3.706
C 2.139 0.418 3.190
C 2.757 1.823 3.291
C 2.929 -0.330 2.117
C 2.335 -0.316 4.525
H -3.946 2.646 5.735
H -4.058 1.545 4.356
H -3.028 1.129 5.726
H -1.906 3.941 6.170
H -0.922 2.475 6.204
H -0.475 3.821 5.143
H -3.273 4.553 4.222
H -1.903 4.368 3.110
H -3.400 3.488 2.816
H -3.121 1.293 2.264
H -4.004 1.669 -0.842
H -1.394 4.084 -3.195
H 1.787 0.777 -3.146
H 2.885 2.159 -3.333
H 2.273 1.695 -1.731
H 0.309 1.841 -4.915
H -0.129 3.547 -4.813
H 1.563 3.089 -5.041
H 1.460 4.094 -1.431
H 2.235 4.419 -2.992
H 0.555 4.897 -2.717
H -5.627 2.657 -2.082
H -5.191 3.601 -0.650
H -6.043 4.372 -1.993
H -4.455 3.086 -4.291
H -4.961 4.782 -4.164
H -3.261 4.375 -4.434
H -3.400 5.400 -0.813
H -2.640 5.762 -2.363
H -4.350 6.138 -2.117
H 0.449 1.897 4.510
H 2.565 2.391 2.378
H 2.368 2.396 4.132
H 3.839 1.739 3.423
H 2.772 0.111 1.133
H 3.997 -0.263 2.361
H 2.629 -1.377 2.079
H 1.821 0.199 5.338
H 1.949 -1.335 4.462
H 3.400 -0.365 4.777
Cl -3.151 -1.764 -4.624
C -2.584 -3.104 -3.661
C -3.071 -4.382 -3.901
C -2.599 -5.449 -3.159
Cl -3.217 -7.051 -3.520
C -1.655 -5.292 -2.131
C -1.097 -6.324 -1.322
C -0.145 -5.966 -0.357
C 0.204 -4.652 -0.159
N -0.350 -3.631 -0.877
C -1.218 -3.970 -1.891
C -1.619 -2.873 -2.684
O -1.051 -1.710 -2.416
H -3.808 -4.542 -4.674
H -1.395 -7.352 -1.468
H 0.308 -6.725 0.270
H 0.877 -4.362 0.641
C 4.391 -2.220 -3.056
C 4.377 -1.967 -1.693
C 3.158 -1.907 -1.042
N 1.992 -2.031 -1.676
C 2.006 -2.291 -2.989
C 3.182 -2.403 -3.709
H 5.325 -2.273 -3.600
H 5.291 -1.827 -1.135
H 3.096 -1.724 0.023
H 1.034 -2.389 -3.458
H 3.143 -2.610 -4.769
N -1.856 -3.030 2.077
H -2.110 -2.959 3.055
H -0.854 -2.884 2.002
H -2.049 -3.974 1.763
S 2.184 -4.095 3.151
C 3.529 -4.093 2.177
N 4.588 -3.270 2.481
C 5.742 -3.177 1.772
C 5.929 -3.939 0.669
C 4.874 -4.806 0.277
C 3.721 -4.882 0.995
H 4.435 -2.683 3.291
H 6.472 -2.473 2.145
H 6.849 -3.867 0.108
H 4.983 -5.410 -0.615
H 2.913 -5.530 0.690
*
```

LUMO level (alpha / beta): 1.782 / 1.785 eV
Expectation value of S²: 2.02
Relative energy (zero: lowest compared OMol25 entry of this formula, charge and spin): 13.42 kcal per mole
F_max: 0.56 eV/Å
Orbital gap (alpha / beta): 3.9153 / 6.1265 eV
E_HOMO (alpha / beta): -2.133 / -4.341 eV



> Among the records above, which one has the highest F_max?

C47H54MnN2O7S